No. 1
ORCA calculation (ωB97M-V with the def2-TZVPD basis set) on one molecule with the formula C6H7NO.

```
15
C6H7NO, DFT ωB97M-V with the def2-TZVPD basis set
H 0.3706 3.5740 -0.1031
N 0.0039 2.6540 -0.0946
C 0.7855 1.6635 -0.2207
C 0.2012 0.2695 -0.0935
C -1.2544 0.2396 0.0311
C -1.8403 -0.9541 0.1761
C 1.0555 -0.7660 0.0762
C 2.5330 -0.8742 -0.1498
O 3.3972 -0.1588 0.2448
H 1.9171 1.5680 -0.1235
H -1.5915 1.2856 -0.1121
H -2.8649 -1.0197 0.2637
H -1.3054 -1.9166 0.3357
H 0.7348 -1.7048 0.2616
H 2.8720 -1.8209 -0.7658
```

Values from the calculation:
SMILES: [H]/N=C/C(C=C)=C\C=O
ΔE to the lowest compared entry with this formula, charge and spin: 60.6 kcal per mole
orbital gap: 8.826 eV

These are the natural (NBO) partial charges, in e, on atoms 1 to 4: H 0.3590; N -0.6264; C 0.1060; C -0.0232



No. 2
ORCA calculation (ωB97M-V with the def2-TZVPD basis set) on C30H45BrFeN4OP2 as an isolated structure.

```
84
C30H45BrFeN4OP2, DFT ωB97M-V with the def2-TZVPD basis set
C -0.6598 7.2966 -6.0316
C -0.8779 5.9226 -6.2355
C -1.1338 5.4990 -7.5558
C -1.1947 6.4523 -8.5835
N -1.0058 7.7530 -8.3626
C -0.7403 8.1730 -7.1255
C -0.8547 4.9791 -5.1399
C -0.8599 4.1178 -4.2732
C -0.7613 3.0151 -3.4080
C 0.2083 3.0390 -2.4009
C 0.5858 1.8245 -1.8069
C -0.0141 0.6381 -2.3499
C -1.1714 0.6545 -3.1194
C -1.5429 1.8716 -3.6836
Fe -0.1528 0.2841 -0.5671
P 1.8963 -0.8071 -1.0364
H -1.2971 4.4489 -7.7874
H -0.4421 7.6916 -5.0418
H -1.4051 6.1479 -9.6125
H -0.5872 9.2474 -6.9925
H -2.3870 1.9440 -4.3650
H 0.7072 3.9732 -2.1326
H -1.7655 -0.2487 -3.2203
H 1.3980 1.8613 -1.0628
C 2.2127 -2.3251 -0.0554
C 3.1422 -3.3418 -0.7186
H 1.2260 -2.7631 0.1454
H 2.6125 -1.9882 0.9130
H 3.3134 -4.1882 -0.0429
H 2.7096 -3.7532 -1.6375
H 4.1227 -2.9132 -0.9628
C 2.0718 -1.2643 -2.8216
C 2.9787 -0.3948 -3.6952
H 1.0461 -1.2048 -3.2241
H 2.3600 -2.3237 -2.8846
H 2.7650 -0.6253 -4.7492
H 2.7914 0.6809 -3.5622
H 4.0486 -0.5884 -3.5257
C 3.3119 0.2815 -0.5760
C 4.7006 -0.3553 -0.5369
H 3.0476 0.6660 0.4220
H 3.3102 1.1403 -1.2612
H 5.4335 0.4223 -0.2850
H 4.7824 -1.1364 0.2274
H 5.0065 -0.7789 -1.5020
Br -1.1860 -1.7911 -0.6821
P -2.6360 -3.3445 -4.2068
C -0.8241 -3.3956 -3.8827
C -0.2858 -4.7962 -4.1728
H -0.6632 -3.0951 -2.8349
H -0.3281 -2.6427 -4.5150
H 0.7836 -4.7588 -4.4149
H -0.4308 -5.4518 -3.3052
H -0.8129 -5.2343 -5.0304
C -3.4097 -3.3375 -2.5404
C -4.8569 -3.8181 -2.4804
H -3.3292 -2.3134 -2.1580
H -2.7798 -3.9731 -1.9041
H -5.1757 -3.9158 -1.4341
H -5.5165 -3.1000 -2.9789
H -4.9494 -4.7954 -2.9650
C -2.7878 -1.6348 -4.8641
C -3.0965 -1.6240 -6.3606
H -1.8249 -1.1284 -4.7331
H -3.5470 -1.0928 -4.2804
H -3.4664 -0.6364 -6.6669
H -2.1801 -1.8404 -6.9254
H -3.8465 -2.3819 -6.6113
C 0.0404 2.4256 4.2698
N -0.8518 2.1645 3.1432
C -2.1442 2.5983 3.1420
C -2.9615 2.2900 2.0919
C -2.4628 1.4833 1.0462
N -1.1448 1.2095 0.9589
C -0.3160 1.4696 2.0576
O 0.8652 1.0843 2.0528
N -3.2665 0.9758 0.0925
H 0.8849 3.0470 3.9563
H 0.4238 1.4802 4.6644
H -0.5227 2.9434 5.0473
H -2.4517 3.1659 4.0223
H -3.9939 2.6122 2.0737
H -4.2639 1.1079 0.1600
H -2.9369 0.2101 -0.4954
```

Values from the calculation:
ΔE to the lowest compared entry with this formula, charge and spin: 0.0 kcal per mole
orbital gap (alpha / beta): 6.588 / 4.008 eV
multiplicity: 5
charge: +2

These are the Löwdin partial charges, in e, on atoms 1 to 4: C -0.0091; C -0.2255; C -0.0127; C -0.1237



No. 3
ORCA calculation (ωB97M-V with the def2-TZVPD basis set) on one molecule with the formula C4H7NOS.

```
14
C4H7NOS, DFT ωB97M-V with the def2-TZVPD basis set
C 0.5320 -1.2743 0.0124
C 1.8431 -1.4804 0.1156
C 1.1620 1.0478 0.7733
C -1.3672 0.3493 -0.2553
N -0.0616 -0.1150 0.3284
O 3.1807 0.4347 -0.9619
S 2.7123 0.0393 0.3390
H -0.2327 -2.1342 -0.2713
H 2.2850 -2.4068 0.1466
H 0.9733 1.9252 0.0061
H 1.0492 1.2331 1.7746
H -2.2073 -0.3145 -0.2687
H -1.5507 1.1335 0.4127
H -1.1351 0.6154 -1.2305
```

Values from the calculation:
ΔE to the lowest compared entry with this formula, charge and spin: 86.6 kcal per mole
orbital gap: 9.138 eV

These are the natural (NBO) partial charges, in e, on atoms 1 to 4: C 0.0763; C -0.6328; C -0.4146; C -0.4032



No. 4
ORCA calculation (ωB97M-V with the def2-TZVPD basis set) on C45H46AsCl4F2GeHfN3O4 as an isolated structure.

```
107
C45H46AsCl4F2GeHfN3O4, DFT ωB97M-V with the def2-TZVPD basis set
Hf 1.1568 -0.3952 -0.0338
Cl 7.4864 -0.5607 -2.5905
C 6.1513 -0.3536 -1.5374
C 6.3559 0.0073 -0.2042
Cl 7.9423 0.2452 0.3972
C 5.2638 0.1823 0.6514
Cl 5.4490 0.6354 2.3010
C 3.9837 -0.0128 0.1606
O 2.8538 0.1302 0.8962
C 3.7780 -0.3751 -1.1697
O 2.4835 -0.5139 -1.5360
C 4.8542 -0.5437 -2.0251
Cl 4.5418 -0.9658 -3.6625
F -4.2513 -1.1266 -1.3828
C -3.0190 -1.6052 -1.1833
C -2.3501 -1.2668 -0.0236
C -1.0839 -1.8041 0.2240
C -0.4961 -2.6567 -0.7413
C -1.2081 -2.8937 -1.9207
F -0.6396 -3.6212 -2.8874
C -2.4682 -2.4021 -2.1627
C 0.8119 -3.3249 -0.5046
C 1.1389 -4.5973 -0.9551
C 2.3827 -5.1106 -0.6291
C 3.2694 -4.3566 0.1304
C 2.8811 -3.0977 0.5367
N 1.6743 -2.6013 0.2229
H -2.8488 -0.6147 0.6758
H -2.9880 -2.6189 -3.0841
H 0.4304 -5.1779 -1.5245
H 2.6585 -6.1019 -0.9626
H 4.2457 -4.7316 0.3993
H 3.5236 -2.4546 1.1245
C 2.1865 2.9234 -0.1117
N 1.7101 2.9789 1.2611
C 0.9087 2.1056 1.8646
N 0.6462 2.2520 3.1680
O 0.3587 1.1333 1.2492
H 2.0161 3.8844 -0.5991
H 1.6400 2.1846 -0.6999
H 3.2477 2.6765 -0.1384
H 2.1442 3.6727 1.8502
H 1.0650 2.9663 3.7378
H 0.0264 1.5873 3.5981
O -0.0598 0.4180 -1.4567
As -0.9124 1.5567 -2.3949
C -2.0610 2.4977 -1.2199
C -1.5364 3.5337 -0.4491
C -2.3246 4.1230 0.5267
C -3.6260 3.6845 0.7309
C -4.1505 2.6585 -0.0426
C -3.3677 2.0594 -1.0190
C 0.4219 2.6731 -3.1504
C 0.1228 3.9704 -3.5565
C 1.1029 4.7248 -4.1874
C 2.3582 4.1802 -4.4141
C 2.6458 2.8796 -4.0193
C 1.6778 2.1134 -3.3884
C -1.8005 0.5978 -3.7632
C -3.0780 0.9330 -4.1977
C -3.6418 0.2238 -5.2514
C -2.9277 -0.7948 -5.8640
C -1.6448 -1.1151 -5.4347
C -1.0742 -0.4213 -4.3807
H -0.5252 3.8915 -0.6074
H -1.9307 4.9361 1.1214
H -4.2404 4.1539 1.4870
H -5.1703 2.3298 0.1048
H -3.7836 1.2593 -1.6142
H -0.8567 4.4036 -3.3869
H 0.8836 5.7343 -4.5051
H 3.1154 4.7714 -4.9095
H 3.6234 2.4570 -4.2098
H 1.9067 1.0992 -3.0812
H -3.6386 1.7392 -3.7405
H -4.6354 0.4737 -5.5961
H -3.3689 -1.3374 -6.6888
H -1.0888 -1.9021 -5.9260
H -0.0748 -0.6773 -4.0456
C -4.0609 1.2903 4.3027
C -4.3998 0.1461 3.3574
C -3.3326 -0.9464 3.3194
C -1.9448 -0.4064 2.9473
Ge -0.7256 -1.7709 2.2604
C 1.0540 -1.6477 3.0775
C 0.8882 -1.6101 4.6169
C 1.2039 -2.9448 5.2819
C 0.2917 -4.0873 4.8671
H -4.8954 1.9813 4.4114
H -3.2046 1.8697 3.9503
H -3.8196 0.9156 5.2988
H -4.5387 0.5346 2.3409
H -5.3561 -0.2954 3.6422
H -3.6394 -1.7281 2.6177
H -3.2749 -1.4404 4.2930
H -1.4752 0.0440 3.8262
H -2.0242 0.4037 2.2164
H -1.2760 -3.1801 2.5316
H 1.6366 -0.7812 2.7533
H 1.6250 -2.5292 2.7929
H -0.1129 -1.2831 4.9200
H 1.5749 -0.8577 5.0113
H 1.1499 -2.8067 6.3635
H 2.2439 -3.2028 5.0638
H -0.7608 -3.8371 5.0134
H 0.4971 -4.9784 5.4573
H 0.4229 -4.3604 3.8167
```

Values from the calculation:
ΔE to the lowest compared entry with this formula, charge and spin: 0.0 kcal per mole
orbital gap: 7.074 eV
charge: +2

These are the Löwdin partial charges, in e, on atoms 1 to 4: Hf 1.6782; Cl 0.7241; C -0.6973; C -0.6986



No. 5
ORCA calculation (ωB97M-V with the def2-TZVPD basis set) on one molecule with the formula CH4ClNO3.

```
10
CH4ClNO3, DFT ωB97M-V with the def2-TZVPD basis set
C 0.2215 -0.1679 -0.1691
N -0.8467 0.9444 -0.0435
O -0.1317 -1.1696 0.7776
O 1.5234 0.3316 0.0192
O 0.1389 -0.7316 -1.3968
Cl -0.6660 1.8950 1.4128
H -1.6701 0.4968 0.3712
H -0.5578 -1.8644 0.2555
H 1.7721 0.4275 0.9434
H 0.2164 -0.1618 -2.1702
```

Values from the calculation:
ΔE to the lowest compared entry with this formula, charge and spin: 16.1 kcal per mole
orbital gap (alpha / beta): 6.202 / 7.997 eV
multiplicity: 3

These are the natural (NBO) partial charges, in e, on atoms 1 to 4: C 0.8382; N -0.5594; O -0.7022; O -0.7110



No. 6
ORCA calculation (ωB97M-V with the def2-TZVPD basis set) on C12H8Br2 as an isolated structure.

```
22
C12H8Br2, DFT ωB97M-V with the def2-TZVPD basis set
C 3.2126 0.6937 0.0535
C 2.8777 1.1961 1.2825
C 2.2499 0.1259 -0.8246
C 1.5436 1.1872 1.7692
C -1.4323 -0.7123 -1.5010
C -2.6908 -0.8219 -1.0388
C 0.9838 0.1103 -0.3523
C 0.6378 0.6364 0.9294
C -0.4699 -0.2239 -0.5774
C -0.7878 0.2655 0.6610
C -3.0603 -0.5673 0.3980
C -2.1483 0.4095 1.1276
Br -2.7611 2.3450 0.6517
Br -2.3570 0.2661 3.0705
H 4.2418 0.7278 -0.2713
H 3.6473 1.6179 1.9115
H 2.5424 -0.2529 -1.7916
H 1.3036 1.5962 2.7380
H -1.1648 -0.9563 -2.5164
H -3.4884 -1.1853 -1.6679
H -4.0995 -0.2397 0.4696
H -2.9948 -1.5336 0.9196
```

Values from the calculation:
ΔE to the lowest compared entry with this formula, charge and spin: 0.0 kcal per mole
orbital gap: 6.899 eV

These are the natural (NBO) partial charges, in e, on atoms 1 to 4: C -0.2177; C -0.1974; C -0.2296; C -0.2258